Formula: C24H31ClN3S2SbW
Source: the Open Molecules 2025 dataset
Level of theory: ωB97M-V/def2-TZVPD

The spin multiplicity is 1. As for the energy above the lowest of the compared OMol25 structures with the same formula, charge and spin: 4.2 kcal/mol. The calculation puts the HOMO-LUMO gap at 6.4 eV. The total charge is +2. The total energy comes out at -2660.6813 hartree.

Geometry (Å):
W -0.4375 -0.3062 0.5424
S 1.7677 -0.1083 -0.0404
C 2.3053 1.5381 -0.1621
C 3.6402 1.8681 -0.3758
C 3.9762 3.2091 -0.4396
C 3.0005 4.1965 -0.3030
C 1.6721 3.8631 -0.1007
C 1.3325 2.5138 -0.0279
S -0.3087 1.9952 0.1886
H 4.3941 1.0993 -0.4816
H 5.0084 3.4910 -0.5957
H 3.2820 5.2393 -0.3565
H 0.9156 4.6303 -0.0034
N -1.2065 -0.6687 7.1054
C -0.8237 -0.5816 6.0248
N -0.3698 -0.4964 4.7896
C -0.4590 -0.5632 3.6150
N -0.4645 -0.6193 2.3879
Cl -2.9992 -2.4847 0.6911
C -2.6248 -1.7947 -0.8513
C -2.6978 -2.5692 -1.9952
C -2.4016 -1.9923 -3.2220
C -2.0143 -0.6541 -3.3239
C -1.9823 0.1290 -2.1946
C -2.3316 -0.4055 -0.9244
C -2.4431 0.4660 0.2483
H -2.9987 -3.6046 -1.9276
H -2.4810 -2.5954 -4.1179
H -1.7882 -0.2236 -4.2895
H -1.7630 1.1862 -2.2656
H -3.0162 0.0444 1.0722
H -2.6902 1.5018 0.0684
C -0.5975 -4.9575 1.8913
C -0.2552 -4.9075 0.4075
C -1.3705 -5.4177 -0.4921
Sb 0.6101 -2.9999 -0.1691
C 2.5540 -3.1913 0.8143
C 2.5253 -2.6159 2.2295
C 3.0296 -4.6425 0.8427
C 0.9510 -3.2420 -2.2935
C 1.8477 -4.4526 -2.5394
C 1.4981 -1.9851 -2.9541
H -0.9143 -5.9696 2.1535
H -1.4141 -4.2852 2.1497
H 0.2599 -4.7178 2.5193
H 0.6302 -5.5213 0.2294
H -2.3223 -4.9382 -0.2745
H -1.5049 -6.4860 -0.3066
H -1.1384 -5.3064 -1.5529
H 3.2154 -2.5953 0.1853
H 1.8393 -3.1669 2.8739
H 2.2559 -1.5591 2.2526
H 3.5183 -2.7068 2.6744
H 2.4476 -5.2464 1.5393
H 4.0607 -4.6599 1.2018
H 3.0182 -5.1246 -0.1343
H -0.0500 -3.4499 -2.6758
H 2.8702 -4.2655 -2.2090
H 1.8872 -4.6542 -3.6120
H 1.4835 -5.3587 -2.0525
H 2.4811 -1.7176 -2.5627
H 0.8379 -1.1268 -2.8340
H 1.6185 -2.1667 -4.0248

Atoms 1-3, force components in eV/Å:
-0.29 0.04 -0.31
0.04 0.08 0.04
0.03 0.06 -0.01

***

Formula: C7H9NO2
Source: the Open Molecules 2025 dataset
Level of theory: ωB97M-V/def2-TZVPD

The spin multiplicity is 1. As for the SMILES: c1ccncc1.CC(=O)O. As for the energy above the lowest of the compared OMol25 structures with the same formula, charge and spin: 77.0 kcal/mol. The calculation puts the HOMO-LUMO gap at 9.0 eV. The total energy comes out at -477.2691 hartree.

Geometry (Å):
C 1.8411 -0.2056 -0.2078
C 1.6870 0.7249 -1.3051
C 0.5375 0.5722 -2.1408
C -0.2605 -0.5500 -1.7680
C 0.1626 -1.5023 -0.8090
C -1.0429 0.4939 1.3628
C -2.3767 -0.1965 1.3260
H 2.7649 0.2334 0.3495
H 2.3541 1.6304 -1.2059
H 0.2058 1.1531 -3.0109
H -1.0470 -0.6799 -2.3311
H -0.2881 -2.4849 -0.7613
H 0.0902 1.4861 2.6664
H -2.5713 -0.4463 0.1938
H -2.4483 -1.0913 1.9777
H -3.1424 0.6474 1.4812
N 1.3700 -1.3374 -0.1998
O -0.3591 0.5339 0.3611
O -0.7405 1.0777 2.5502

Atoms 1-3, force components in eV/Å:
5.48 7.08 -2.92
-1.83 1.06 0.22
1.42 -1.41 1.73